## w
ORCA calculation (ωB97M-V/def2-TZVPD) on the molecule C5H10NO2.

Values from the calculation:
Multiplicity: 2
M, g/mol: 116.1
HOMO level (alpha / beta), Ha: -0.339 / -0.338

Atoms and positions in Å:
O (-0.93, 0.41, 2.39)
O (2.29, 1.37, 2.06)
N (-0.95, -0.20, -1.11)
C (1.07, 0.32, 0.29)
C (-1.48, 0.15, 1.21)
C (-0.32, -0.38, 0.22)
C (-0.04, -0.52, -2.22)
C (1.52, 0.49, 1.74)
H (0.82, 0.14, -2.34)
H (1.35, -0.28, 2.48)
H (-2.21, -0.67, 1.19)
H (1.00, 1.30, -0.16)
H (-1.92, 1.06, 0.74)
H (0.47, -1.49, -2.13)
H (-0.71, -0.60, -3.07)
H (-1.39, 0.67, -1.32)
H (-0.30, -1.47, 0.32)
H (1.73, -0.31, -0.29)

## x
ORCA calculation (ωB97M-V/def2-TZVPD) on the molecule C5H10NO2.

Values from the calculation:
Multiplicity: 2
M, g/mol: 116.1
HOMO level (alpha / beta), Ha: -0.138 / -0.373

Atoms and positions in Å:
O (2.09, 1.85, 0.82)
O (1.27, 0.23, 2.26)
N (1.00, -1.49, 0.18)
C (-0.68, 0.45, 0.12)
C (1.55, 0.81, 1.08)
C (-1.36, -0.11, -1.11)
C (0.85, 0.04, -0.04)
C (-2.34, 0.57, -1.73)
H (0.45, -2.08, -0.46)
H (0.69, -1.69, 1.18)
H (-1.02, 0.05, 1.07)
H (-1.13, -1.08, -1.53)
H (-0.69, 1.53, -0.11)
H (1.44, 0.80, 3.02)
H (2.04, -1.71, 0.14)
H (-2.95, 0.02, -2.45)
H (-2.56, 1.58, -1.45)
H (1.34, 0.22, -0.99)

Which structure wins on stability? w wins.

## w
ORCA calculation (ωB97M-V/def2-TZVPD) on a cluster of 2 separate species, H2N2O3S in total.

Values from the calculation:
M, g/mol: 110.1
HOMO level, Ha: -0.395

Atoms and positions in Å:
S (0.63, -2.52, 0.82)
O (-0.95, 1.19, -1.71)
O (1.33, -2.64, 2.08)
O (-0.50, 2.50, -0.08)
N (0.36, -1.11, 0.33)
N (-0.94, 2.41, -1.19)
H (-0.59, 0.47, -1.12)
H (0.67, -0.31, 0.87)

## x
ORCA calculation (ωB97M-V/def2-TZVPD) on a cluster of 2 separate species, H2N2O3S in total.

Values from the calculation:
M, g/mol: 110.1
HOMO level (alpha / beta), Ha: -0.364 / -0.304

Atoms and positions in Å:
S (-0.98, -0.98, 0.20)
O (-0.69, -1.93, 1.29)
O (0.24, 0.95, -1.95)
O (1.98, -0.33, -1.56)
N (-0.45, 0.45, 0.96)
N (0.88, 0.07, -1.49)
H (-0.35, 0.30, 1.98)
H (-0.63, 1.47, 0.56)

Which structure wins on stability? w wins.

## w
ORCA calculation (ωB97M-V/def2-TZVPD) on the molecule H2N2O3S.

Values from the calculation:
M, g/mol: 110.1
HOMO level, Ha: -0.363

Atoms and positions in Å:
S (0.90, -0.13, -1.61)
O (1.24, 1.54, -1.56)
O (-0.01, 3.25, -1.83)
O (-0.13, -0.25, -2.61)
N (0.00, -0.15, -0.18)
N (0.10, 2.14, -2.10)
H (0.53, -0.39, 0.75)
H (-0.85, -0.65, -0.24)

## x
ORCA calculation (ωB97M-V/def2-TZVPD) on a structure of composition H2N2O3S.

Values from the calculation:
M, g/mol: 110.1
HOMO level, Ha: -0.392

Atoms and positions in Å:
S (-0.79, -0.10, -0.11)
O (-1.54, -1.27, -0.11)
O (-1.52, 1.11, -0.11)
O (1.29, 0.56, 0.18)
N (0.83, -0.18, -0.93)
N (0.38, 0.12, 1.21)
H (0.79, -0.78, 1.62)
H (0.57, 0.52, -1.75)

Which structure wins on stability? w wins.

## w
ORCA calculation (ωB97M-V/def2-TZVPD) on a cluster of 2 separate species, H2N2O3S in total.

Values from the calculation:
SMILES string: O=[N+]([O-])O.N=S
M, g/mol: 110.1
HOMO level (alpha / beta), Ha: -0.326 / -0.326

Atoms and positions in Å:
S (1.33, 1.67, -0.07)
O (-1.03, 0.71, -0.89)
O (-2.56, -0.25, 0.25)
O (-0.68, -1.28, -0.03)
N (-1.50, -0.17, -0.26)
N (1.79, 0.22, 0.31)
H (2.46, 0.41, 1.12)
H (0.20, -1.30, -0.44)

## x
ORCA calculation (ωB97M-V/def2-TZVPD) on a cluster of 2 separate species, H2N2O3S in total.

Values from the calculation:
M, g/mol: 110.1
HOMO level (alpha / beta), Ha: -0.274 / -0.390

Atoms and positions in Å:
S (-0.86, -0.35, 1.28)
O (-0.88, 0.17, -1.47)
O (0.31, 1.79, -2.31)
O (-1.05, 0.37, 2.49)
N (-0.44, 0.84, -2.42)
N (0.68, -0.71, 0.89)
H (1.44, -0.82, 1.54)
H (0.79, -1.30, -0.01)

Which structure wins on stability? x wins.

## w
ORCA calculation (ωB97M-V/def2-TZVPD) on the molecule CH6N4.

Values from the calculation:
SMILES string: CN/N=N/N
M, g/mol: 74.1
HOMO level, Ha: -0.302

Atoms and positions in Å:
N (-0.29, -0.04, 0.39)
N (-1.19, -0.71, -0.18)
N (0.77, -0.70, 0.89)
N (-2.35, 0.01, -0.39)
C (1.70, 0.50, 0.06)
H (-2.22, 1.02, -0.37)
H (1.51, 0.81, -0.96)
H (-3.03, -0.55, -0.88)
H (1.67, 1.33, 0.77)
H (0.79, -1.68, 0.57)
H (2.66, 0.00, 0.10)

## x
ORCA calculation (ωB97M-V/def2-TZVPD) on the molecule CH6N4.

Values from the calculation:
SMILES string: N/N=C/NN
M, g/mol: 74.1
HOMO level, Ha: -0.302

Atoms and positions in Å:
N (-0.87, -0.48, 0.11)
N (1.24, 0.56, -0.09)
N (1.74, -0.76, -0.16)
N (-2.26, -0.20, 0.03)
C (-0.16, 0.58, 0.02)
H (2.78, -0.60, -0.30)
H (1.65, 1.17, 0.61)
H (-0.64, 1.59, -0.01)
H (-2.67, -1.10, -0.24)
H (-2.43, 0.46, -0.76)
H (1.60, -1.21, 0.77)

## y
ORCA calculation (ωB97M-V/def2-TZVPD) on the molecule CH6N4.

Values from the calculation:
SMILES string: N/N=C/NN
M, g/mol: 74.1
HOMO level, Ha: -0.294

Atoms and positions in Å:
N (0.54, -1.26, -1.80)
N (0.12, 0.23, 1.16)
N (-0.08, -1.20, -0.48)
N (0.14, 1.50, 1.74)
C (-0.26, 0.05, -0.07)
H (1.16, -0.39, -1.77)
H (-0.01, 1.18, 2.73)
H (0.24, -1.96, 0.02)
H (-0.70, 0.77, -0.73)
H (-0.73, 2.19, 1.56)
H (-0.41, -1.10, -2.36)

Which structure wins on stability? x wins.

## w
ORCA calculation (ωB97M-V/def2-TZVPD) on a structure of composition C3H3NO.

Values from the calculation:
M, g/mol: 69.1
HOMO level, Ha: -0.310

Atoms and positions in Å:
O (2.56, -0.32, 1.71)
N (-1.34, 0.06, -1.07)
C (1.59, -0.22, 1.05)
C (0.66, -0.04, 0.16)
C (-0.10, -0.34, -0.91)
H (-1.88, 0.56, -0.37)
H (-1.80, -0.10, -1.96)
H (0.32, 0.42, 1.39)

## x
ORCA calculation (ωB97M-V/def2-TZVPD) on the molecule C3H3NO.

Values from the calculation:
SMILES string: N#CCC=O
M, g/mol: 69.1
HOMO level, Ha: -0.390

Atoms and positions in Å:
O (-1.48, -1.38, 0.06)
N (2.30, -1.12, -0.02)
C (0.26, 0.49, 0.08)
C (-1.14, -0.23, -0.09)
C (1.36, -0.42, -0.05)
H (-2.08, 0.42, -0.33)
H (0.47, 1.27, -0.68)
H (0.31, 0.98, 1.03)

## y
ORCA calculation (ωB97M-V/def2-TZVPD) on a cluster of 2 separate species, C3H3NO in total.

Values from the calculation:
SMILES string: C=C=O.C#N
M, g/mol: 69.1
HOMO level, Ha: -0.355

Atoms and positions in Å:
O (0.49, -2.22, 0.20)
N (-1.74, 1.80, 0.26)
C (0.85, -1.14, -0.06)
C (-1.72, 0.65, 0.34)
C (1.21, 0.09, -0.33)
H (1.76, 0.66, 0.41)
H (-1.70, -0.42, 0.41)
H (0.86, 0.57, -1.24)

## z
ORCA calculation (ωB97M-V/def2-TZVPD) on the molecule C3H3NO.

Values from the calculation:
SMILES string: N#C[C@@H]1CO1
M, g/mol: 69.1
HOMO level, Ha: -0.410

Atoms and positions in Å:
O (-1.18, 0.48, 0.77)
N (-0.10, -0.39, -2.57)
C (0.12, -0.34, 0.97)
C (-0.41, -0.16, -1.40)
C (-0.10, 0.45, -0.19)
H (1.03, 0.10, 1.71)
H (0.56, 1.25, -0.37)
H (0.09, -1.39, 1.06)

Which structure wins on stability? x wins.

## w
ORCA calculation (ωB97M-V/def2-TZVPD) on the molecule C3H3NO.

Values from the calculation:
SMILES string: c1cocn1
M, g/mol: 69.1
HOMO level, Ha: -0.353

Atoms and positions in Å:
O (0.78, 1.03, -0.06)
N (0.35, -1.21, -0.11)
C (1.26, -0.23, -0.08)
C (-0.88, -0.56, -0.01)
C (-0.71, 0.78, -0.14)
H (2.37, -0.50, 0.21)
H (-1.29, 1.80, 0.12)
H (-1.87, -1.11, 0.07)

## x
ORCA calculation (ωB97M-V/def2-TZVPD) on the molecule C3H3NO.

Values from the calculation:
SMILES string: N#CCC=O
M, g/mol: 69.1
HOMO level, Ha: -0.396

Atoms and positions in Å:
O (-1.07, 1.14, -0.97)
N (2.16, 0.25, -0.99)
C (0.04, -0.58, 0.26)
C (-0.89, 0.66, 0.11)
C (1.31, -0.19, -0.36)
H (-1.35, 1.07, 1.03)
H (-0.38, -1.38, -0.36)
H (0.18, -0.97, 1.28)

Which structure wins on stability? x wins.